Entry 1:
The following is a DFT calculation (the ωB97M-V functional and the def2-TZVPD basis) of a structure of composition C26H24Cl5InNOP2 at a distorted geometry.

Each line ends with the Löwdin charge.
Element x y z (Å)
C (-1.199, 3.111, -2.566)  -0.058
C (-0.992, 1.839, -2.048)  -0.232
C (0.353, 1.366, -1.863)  -0.203
C (1.413, 2.173, -2.319)  -0.147
C (1.170, 3.449, -2.827)  -0.030
C (-0.127, 3.940, -2.922)  -0.066
C (2.809, 1.627, -2.384)  -0.079
C (2.856, 0.134, -2.264)  -0.149
C (1.736, -0.581, -1.798)  -0.213
C (1.750, -2.009, -1.922)  -0.232
C (2.914, -2.643, -2.349)  -0.057
C (4.053, -1.916, -2.716)  -0.066
C (4.003, -0.526, -2.700)  -0.028
H (-2.224, 3.467, -2.647)  0.114
H (2.007, 4.040, -3.194)  0.122
H (-0.325, 4.942, -3.287)  0.106
H (3.187, 1.866, -3.390)  0.136
H (2.912, -3.728, -2.413)  0.113
H (4.951, -2.442, -3.021)  0.106
H (4.842, 0.063, -3.059)  0.121
N (0.641, 0.124, -1.283)  -0.045
In (-0.072, -0.352, 0.844)  0.549
C (-2.194, 0.991, -1.645)  -0.276
H (-2.177, -0.012, -2.107)  0.100
H (-3.127, 1.501, -1.928)  0.098
C (0.508, -2.842, -1.633)  -0.274
H (-0.377, -2.517, -2.210)  0.106
H (0.706, -3.891, -1.895)  0.099
P (-2.241, 0.815, 0.170)  0.827
P (0.093, -2.830, 0.151)  0.820
C (1.528, -3.637, 0.932)  -0.227
H (1.429, -3.541, 2.024)  0.055
H (1.562, -4.706, 0.671)  0.070
H (2.473, -3.172, 0.617)  0.054
C (-1.333, -3.935, 0.336)  -0.245
H (-1.148, -4.888, -0.179)  0.068
H (-1.511, -4.122, 1.401)  0.023
H (-2.217, -3.453, -0.100)  0.052
C (-2.396, 2.532, 0.749)  -0.211
H (-3.308, 2.989, 0.335)  0.071
H (-2.439, 2.551, 1.844)  0.050
H (-1.528, 3.128, 0.443)  0.052
C (-3.739, -0.068, 0.668)  -0.232
H (-3.762, -0.153, 1.763)  0.043
H (-4.632, 0.471, 0.319)  0.066
H (-3.729, -1.083, 0.250)  0.049
C (2.323, -0.370, 1.901)  0.015
O (3.365, -0.205, 2.340)  0.144
H (3.471, 2.110, -1.692)  0.125
Cl (-1.798, -2.051, 3.271)  0.686
C (-1.331, -0.446, 3.775)  -0.697
C (-0.485, 0.317, 2.982)  -0.339
C (-0.096, 1.575, 3.414)  -0.699
Cl (0.955, 2.566, 2.425)  0.698
C (-0.600, 2.109, 4.626)  -0.700
Cl (-0.192, 3.690, 5.120)  0.726
C (-1.515, 1.363, 5.401)  -0.697
Cl (-2.229, 2.023, 6.806)  0.726
C (-1.887, 0.067, 4.966)  -0.701
Cl (-3.077, -0.816, 5.818)  0.717

Calculated values
**HOMO**: -0.3636 Eh
**Multiplicity**: 1
**Gap between HOMO and LUMO**: 0.260 Ha
**Largest force on an atom**: 3.3 eV/Å
**Charge**: +1
**Relative energy (zero: lowest compared OMol25 entry of this formula, charge and spin)**: 0.000 eV

***

Entry 2:
The following is a DFT calculation (the ωB97M-V functional and the def2-TZVPD basis) of a structure of composition C26H24CoN2OS6 at a distorted geometry.

Each line ends with the Löwdin charge.
Element x y z (Å)
Co (0.108, -0.940, -0.033)  0.367
S (-0.367, -6.065, 5.459)  0.496
C (-0.320, -4.945, 4.260)  -1.554
S (-1.682, -3.988, 3.824)  0.881
C (-0.825, -2.959, 2.637)  -1.136
C (0.495, -3.225, 2.484)  -1.141
S (1.523, -2.470, 1.356)  0.650
S (1.109, -4.560, 3.414)  0.896
S (-1.690, -1.803, 1.784)  0.706
S (-0.339, 0.195, -2.720)  0.588
C (1.304, 0.370, -2.261)  -0.781
C (2.222, 1.179, -2.984)  -0.107
C (3.491, 1.336, -2.479)  -0.099
C (3.931, 0.630, -1.354)  -0.089
C (2.977, -0.128, -0.719)  -0.168
N (1.703, -0.206, -1.111)  -0.062
H (1.912, 1.647, -3.881)  0.078
H (4.176, 2.023, -3.005)  0.104
H (4.936, 0.722, -0.931)  0.099
H (3.262, -0.599, 0.197)  0.070
C (-2.808, -3.540, -2.216)  -0.037
N (-1.504, -3.689, -2.826)  -0.142
C (-1.467, -3.939, -4.253)  -0.050
C (-0.499, -3.034, -2.199)  -0.501
C (0.867, -2.980, -2.799)  -0.012
O (-0.747, -2.528, -1.093)  -0.125
H (-3.062, -2.481, -2.010)  0.109
H (-2.805, -4.078, -1.289)  0.086
H (-3.554, -3.955, -2.909)  0.088
H (-1.783, -3.068, -4.836)  0.101
H (-2.169, -4.753, -4.437)  0.084
H (-0.486, -4.269, -4.565)  0.076
H (1.184, -3.925, -3.226)  0.079
H (1.564, -2.710, -2.015)  0.069
H (0.863, -2.202, -3.582)  0.075
C (-2.673, 5.589, 1.082)  -0.126
C (-3.095, 4.977, -0.092)  -0.110
C (-2.635, 3.706, -0.394)  -0.051
C (-1.787, 3.011, 0.474)  -0.209
C (-1.449, 3.617, 1.688)  -0.022
C (-1.836, 4.926, 1.972)  -0.084
C (-1.352, 1.664, 0.117)  -0.144
C (-0.398, 0.920, 0.695)  -0.220
C (0.536, 1.395, 1.724)  -0.297
C (1.486, 2.316, 1.367)  -0.073
C (2.362, 2.832, 2.320)  -0.105
C (2.374, 2.350, 3.598)  -0.128
C (1.443, 1.386, 3.969)  -0.104
C (0.539, 0.915, 3.061)  -0.055
H (-3.048, 6.589, 1.242)  0.084
H (-3.755, 5.468, -0.797)  0.091
H (-2.918, 3.276, -1.336)  0.101
H (-0.800, 3.106, 2.384)  0.098
H (-1.502, 5.404, 2.884)  0.094
H (-1.957, 1.187, -0.666)  0.055
H (1.501, 2.769, 0.371)  0.128
H (3.062, 3.616, 2.012)  0.100
H (3.081, 2.727, 4.343)  0.094
H (1.483, 1.050, 4.994)  0.095
H (-0.184, 0.140, 3.307)  0.088

Calculated values
**HOMO (alpha / beta)**: -0.1507 / -0.1663 Eh
**Multiplicity**: 5
**Gap between HOMO and LUMO (alpha / beta)**: 0.232 / 0.195 Ha
**Largest force on an atom**: 2.6 eV/Å
**Charge**: -1
**Relative energy (zero: lowest compared OMol25 entry of this formula, charge and spin)**: 0.000 eV

***

Entry 3:
The following is a DFT calculation (the ωB97M-V functional and the def2-TZVPD basis) of a structure of composition C26H24F5NO2P2Zr at a distorted geometry.

Each line ends with the Löwdin charge.
Element x y z (Å)
C (3.254, -1.260, 2.865)  -0.039
C (2.574, -1.000, 1.675)  -0.235
C (1.457, -1.817, 1.324)  -0.208
C (1.112, -2.887, 2.162)  -0.155
C (1.716, -3.026, 3.414)  -0.011
C (2.809, -2.239, 3.756)  -0.042
C (0.112, -3.918, 1.716)  -0.074
C (-0.269, -3.800, 0.262)  -0.149
C (0.160, -2.705, -0.504)  -0.213
C (-0.002, -2.728, -1.926)  -0.219
C (-0.704, -3.797, -2.493)  -0.036
C (-1.261, -4.804, -1.704)  -0.036
C (-1.068, -4.781, -0.327)  -0.007
H (4.147, -0.676, 3.099)  0.125
H (1.345, -3.787, 4.103)  0.133
H (3.328, -2.382, 4.703)  0.122
H (0.624, -4.892, 1.842)  0.151
H (-0.834, -3.830, -3.580)  0.126
H (-1.833, -5.614, -2.170)  0.127
H (-1.496, -5.552, 0.314)  0.134
N (0.670, -1.572, 0.176)  -0.125
Zr (-0.442, 0.297, -0.132)  1.472
C (3.025, 0.156, 0.800)  -0.279
H (3.262, -0.180, -0.222)  0.099
H (3.922, 0.619, 1.233)  0.106
C (0.499, -1.594, -2.813)  -0.271
H (1.560, -1.363, -2.620)  0.100
H (0.373, -1.886, -3.864)  0.104
P (1.746, 1.471, 0.696)  0.811
P (-0.451, -0.003, -2.655)  0.794
C (-2.042, -0.440, -3.411)  -0.216
H (-2.717, 0.423, -3.325)  0.064
H (-1.906, -0.693, -4.471)  0.079
H (-2.497, -1.291, -2.889)  0.058
C (0.283, 1.194, -3.797)  -0.214
H (0.056, 0.939, -4.841)  0.078
H (-0.141, 2.184, -3.573)  0.052
H (1.371, 1.243, -3.659)  0.060
C (1.670, 2.077, 2.408)  -0.204
H (2.505, 2.759, 2.615)  0.074
H (0.724, 2.619, 2.537)  0.049
H (1.699, 1.245, 3.121)  0.060
C (2.467, 2.866, -0.214)  -0.220
H (1.658, 3.581, -0.424)  0.055
H (3.240, 3.378, 0.375)  0.074
H (2.896, 2.529, -1.167)  0.057
C (-2.019, -0.962, 1.705)  0.260
O (-2.215, -0.835, 0.528)  -0.111
H (-0.729, -4.027, 2.382)  0.128
F (-4.383, 6.407, 1.039)  0.149
C (-3.613, 5.328, 0.812)  -0.095
C (-3.443, 4.374, 1.818)  -0.110
F (-4.049, 4.532, 3.013)  0.142
C (-2.636, 3.282, 1.590)  -0.115
F (-2.433, 2.355, 2.565)  0.091
C (-2.006, 3.111, 0.339)  -0.237
O (-1.272, 2.040, 0.103)  -0.323
C (-2.172, 4.086, -0.658)  -0.115
F (-1.539, 3.935, -1.853)  0.093
C (-2.971, 5.185, -0.422)  -0.110
F (-3.122, 6.128, -1.374)  0.142

Calculated values
**HOMO**: -0.4956 Eh
**Multiplicity**: 1
**Gap between HOMO and LUMO**: 0.196 Ha
**Largest force on an atom**: 5.7 eV/Å
**Charge**: +2

***

Q: Which value of charge does entry 2 give?
A: -1